C4H4N4OS as an isolated structure in a non-equilibrium geometry. Source: the Open Molecules 2025 dataset; level of theory: ωB97M-V/def2-TZVPD.

Properties
energy above the lowest of the compared OMol25 structures with the same formula, charge and spin	0.000	eV
frontier orbital gap	10.0	eV
DFT total energy	-847.21428	Eh

The geometry in ORCA input format:
```
! wB97M-V def2-TZVPD RIJCOSX def2/J DEFGRID3
* xyz 0 1
O 3.562 -0.378 -2.149
H -2.163 -2.777 1.383
N 1.844 -2.349 -0.752
N 0.444 -0.618 -0.257
N 2.275 1.197 -1.144
H -2.595 0.128 1.064
C 1.705 -1.056 -0.846
C -2.055 -1.742 1.138
C 2.618 -0.073 -1.458
S 0.590 -3.082 -0.016
H 1.430 1.371 -0.626
H 2.794 1.957 -1.550
N -2.811 -0.819 1.347
C -0.311 -1.568 0.244
*
```


A 2-piece molecular cluster, C4H4NO overall in a non-equilibrium geometry. Source: the Open Molecules 2025 dataset; level of theory: ωB97M-V/def2-TZVPD.

Properties
energy above the lowest of the compared OMol25 structures with the same formula, charge and spin	5.562	eV
frontier orbital gap (alpha / beta)	7.1 / 7.1	eV
DFT total energy	-284.25167	Eh

The geometry in ORCA input format:
```
! wB97M-V def2-TZVPD RIJCOSX def2/J DEFGRID3
* xyz 1 1
C -2.160 -0.252 0.577
H 2.578 -0.998 -1.348
N 1.675 -0.220 0.562
H 2.913 1.547 0.967
C -0.948 0.103 -0.078
H -2.147 -0.164 1.570
C 2.538 -0.316 -0.465
C 2.714 0.718 0.352
H -2.793 -0.972 0.157
O -1.885 0.881 -0.342
*
```


A 2-piece molecular cluster, C4H4NO2 overall in a non-equilibrium geometry. Source: the Open Molecules 2025 dataset; level of theory: ωB97M-V/def2-TZVPD.

Properties
energy above the lowest of the compared OMol25 structures with the same formula, charge and spin	3.580	eV
frontier orbital gap	6.0	eV
DFT total energy	-360.00418	Eh

The geometry in ORCA input format:
```
! wB97M-V def2-TZVPD RIJCOSX def2/J DEFGRID3
* xyz -1 1
H -0.541 -0.190 1.569
H -0.764 -0.938 -1.302
C 2.509 -0.622 -0.049
C -0.710 1.908 0.870
H -2.334 -0.650 -0.167
N 0.437 1.452 0.389
C -1.345 -0.297 -0.558
C -0.579 0.399 0.605
O 2.857 -0.566 1.062
O 2.199 -0.902 -1.154
H -1.729 0.407 -1.266
*
```


An isolated ion of composition C4H4NO4 and charge +1. Source: the Open Molecules 2025 dataset; level of theory: ωB97M-V/def2-TZVPD.

Properties
energy above the lowest of the compared OMol25 structures with the same formula, charge and spin	0.504	eV
SMILES string	O=C[N+](C=O)(C=O)C=O
frontier orbital gap	11.3	eV
DFT total energy	-510.16574	Eh

The geometry in ORCA input format:
```
! wB97M-V def2-TZVPD RIJCOSX def2/J DEFGRID3
* xyz 1 1
C 0.124 1.529 0.224
C -0.815 -0.577 1.184
O 1.382 -1.889 -0.200
N 0.000 0.000 0.000
C -0.670 -0.213 -1.382
H -1.617 -0.752 -1.278
C 1.362 -0.739 -0.027
O -0.839 2.180 0.252
H 1.172 1.824 0.335
H -1.740 -1.043 0.832
O -0.143 0.188 -2.338
O -0.403 -0.468 2.266
H 2.189 -0.040 0.132
*
```


One molecule with the formula C4H4O in a non-equilibrium geometry. Source: the Open Molecules 2025 dataset; level of theory: ωB97M-V/def2-TZVPD.

Properties
energy above the lowest of the compared OMol25 structures with the same formula, charge and spin	1.818	eV
SMILES string	CC=C=C=O
frontier orbital gap	8.2	eV
DFT total energy	-229.96113	Eh

The geometry in ORCA input format:
```
! wB97M-V def2-TZVPD RIJCOSX def2/J DEFGRID3
* xyz 0 1
C -0.075 -0.632 0.193
C 1.030 -0.104 -0.281
H 0.260 -1.383 0.909
C -1.417 0.058 0.016
C 2.203 0.375 -0.346
H -2.030 -0.023 0.916
H -1.204 1.120 -0.164
H -2.035 -0.281 -0.827
O 3.268 0.871 -0.416
*
```


One molecule with the formula C4H4O. Source: the Open Molecules 2025 dataset; level of theory: ωB97M-V/def2-TZVPD.

Properties
energy above the lowest of the compared OMol25 structures with the same formula, charge and spin	3.729	eV
SMILES string	C1=CCOC=1
frontier orbital gap	7.6	eV
DFT total energy	-229.89092	Eh

The geometry in ORCA input format:
```
! wB97M-V def2-TZVPD RIJCOSX def2/J DEFGRID3
* xyz 0 1
C -0.193 -0.140 -1.048
C 1.230 -0.007 0.504
H -1.823 0.669 0.211
C -0.944 0.023 0.232
H 2.101 0.022 1.152
H -0.530 0.341 -1.961
O 0.140 0.557 1.071
C 1.117 -0.423 -0.811
H -1.213 -0.919 0.729
*
```


One molecule with the formula C4H4O in a non-equilibrium geometry. Source: the Open Molecules 2025 dataset; level of theory: ωB97M-V/def2-TZVPD.

Properties
energy above the lowest of the compared OMol25 structures with the same formula, charge and spin	2.024	eV
SMILES string	C#CC(C)=O
frontier orbital gap	10.5	eV
DFT total energy	-229.95355	Eh

The geometry in ORCA input format:
```
! wB97M-V def2-TZVPD RIJCOSX def2/J DEFGRID3
* xyz 0 1
O 0.719 0.660 -1.466
C -0.603 0.966 0.403
C 0.597 -1.264 -0.264
H 0.871 -1.263 -1.352
C 0.253 0.174 -0.448
H -0.146 -1.911 0.236
H -1.937 2.344 1.617
H 1.562 -1.398 0.226
C -1.315 1.691 1.048
*
```


One molecule with the formula C4H4O. Source: the Open Molecules 2025 dataset; level of theory: ωB97M-V/def2-TZVPD.

Properties
energy above the lowest of the compared OMol25 structures with the same formula, charge and spin	1.814	eV
SMILES string	C#CCC=O
frontier orbital gap	10.8	eV
DFT total energy	-229.96127	Eh

The geometry in ORCA input format:
```
! wB97M-V def2-TZVPD RIJCOSX def2/J DEFGRID3
* xyz 0 1
H 0.360 -0.577 1.706
H -2.261 1.326 -1.128
C -1.475 1.082 -0.451
C -0.602 0.766 0.319
H 1.105 -0.378 -1.309
C 0.559 0.015 0.806
C 0.680 -0.898 -0.424
O 0.199 -1.993 -0.485
H 1.434 0.658 0.967
*
```


One molecule with the formula C4H4O. Source: the Open Molecules 2025 dataset; level of theory: ωB97M-V/def2-TZVPD.

Properties
energy above the lowest of the compared OMol25 structures with the same formula, charge and spin	1.459	eV
SMILES string	C=C=CC=O
frontier orbital gap	10.6	eV
DFT total energy	-229.97435	Eh

The geometry in ORCA input format:
```
! wB97M-V def2-TZVPD RIJCOSX def2/J DEFGRID3
* xyz 0 1
H -0.150 2.533 -0.705
C -0.432 0.510 -0.271
C -0.520 -0.558 0.479
C -0.275 1.521 -1.077
H -0.272 1.365 -2.152
H -1.485 -0.979 0.754
O 1.643 -0.770 1.484
C 0.723 -1.279 0.895
H 0.769 -2.342 0.593
*
```


A 2-piece molecular cluster, C4H4O overall in a non-equilibrium geometry. Source: the Open Molecules 2025 dataset; level of theory: ωB97M-V/def2-TZVPD.

Properties
energy above the lowest of the compared OMol25 structures with the same formula, charge and spin	6.108	eV
frontier orbital gap (alpha / beta)	7.3 / 7.3	eV
DFT total energy	-229.80349	Eh

The geometry in ORCA input format:
```
! wB97M-V def2-TZVPD RIJCOSX def2/J DEFGRID3
* xyz 0 1
C -2.353 -0.198 0.155
C -1.439 -1.002 -0.143
O 0.832 0.800 -0.022
H -0.580 -1.552 -0.388
C 1.895 0.197 -0.068
H -3.176 1.612 0.370
H 2.111 -0.761 0.387
C -3.246 0.734 -0.199
H 2.719 0.579 -0.613
*
```


One molecule with the formula C4H4O2. Source: the Open Molecules 2025 dataset; level of theory: ωB97M-V/def2-TZVPD.

Properties
energy above the lowest of the compared OMol25 structures with the same formula, charge and spin	2.053	eV
SMILES string	C#C[C@@H](O)C=O
frontier orbital gap	10.9	eV
DFT total energy	-305.20400	Eh

The geometry in ORCA input format:
```
! wB97M-V def2-TZVPD RIJCOSX def2/J DEFGRID3
* xyz 0 1
O -0.085 -0.587 -1.598
C -1.060 0.165 0.451
H -2.655 1.440 1.450
O 2.048 0.455 -0.720
H -0.109 -1.680 0.109
H 1.750 0.000 1.223
C -1.911 0.835 0.978
C 0.002 -0.629 -0.206
H 0.628 0.026 -1.863
C 1.392 -0.025 0.175
*
```


C4H4O2 as an isolated structure. Source: the Open Molecules 2025 dataset; level of theory: ωB97M-V/def2-TZVPD.

Properties
energy above the lowest of the compared OMol25 structures with the same formula, charge and spin	1.197	eV
frontier orbital gap	11.4	eV
DFT total energy	-305.23548	Eh

The geometry in ORCA input format:
```
! wB97M-V def2-TZVPD RIJCOSX def2/J DEFGRID3
* xyz 0 1
C -0.187 -0.182 0.901
O -0.414 -1.591 -1.954
C 0.770 0.740 0.264
H 0.796 1.734 0.701
C -0.546 0.412 -0.426
H -1.269 1.144 -0.767
O -0.039 -1.502 0.327
H -0.449 -0.068 1.940
H 1.711 0.316 -0.065
C -0.372 -1.002 -0.920
*
```


A 2-piece molecular cluster, C4H4O2 overall in a non-equilibrium geometry. Source: the Open Molecules 2025 dataset; level of theory: ωB97M-V/def2-TZVPD.

Properties
energy above the lowest of the compared OMol25 structures with the same formula, charge and spin	5.294	eV
SMILES string	O=C=CO.C#C
frontier orbital gap	8.8	eV
DFT total energy	-305.08492	Eh

The geometry in ORCA input format:
```
! wB97M-V def2-TZVPD RIJCOSX def2/J DEFGRID3
* xyz 0 1
H 0.818 0.143 -1.001
O 0.492 -0.732 -1.287
C 0.570 1.375 -0.043
C -0.092 1.034 0.909
H 1.073 1.984 -0.742
H -0.626 0.830 1.835
H 0.911 -1.727 0.660
C -1.122 -0.847 0.152
O -2.125 -0.620 -0.375
C 0.101 -1.440 -0.108
*
```


One molecule with the formula C4H4O2. Source: the Open Molecules 2025 dataset; level of theory: ωB97M-V/def2-TZVPD.

Properties
energy above the lowest of the compared OMol25 structures with the same formula, charge and spin	1.900	eV
SMILES string	C#CC(=O)CO
frontier orbital gap	10.8	eV
DFT total energy	-305.20962	Eh

The geometry in ORCA input format:
```
! wB97M-V def2-TZVPD RIJCOSX def2/J DEFGRID3
* xyz 0 1
H 0.682 -0.927 1.212
C -0.259 1.387 -0.116
H -1.573 3.014 0.773
C 0.036 -1.023 0.326
O 0.918 0.017 -1.650
H -0.998 -0.886 0.676
O 0.245 -2.260 -0.279
H 0.305 -2.107 -1.233
C -0.954 2.248 0.361
C 0.334 0.145 -0.596
*
```


One molecule with the formula C4H4O2. Source: the Open Molecules 2025 dataset; level of theory: ωB97M-V/def2-TZVPD.

Properties
energy above the lowest of the compared OMol25 structures with the same formula, charge and spin	2.119	eV
SMILES string	O=CC#CCO
frontier orbital gap	10.7	eV
DFT total energy	-305.20157	Eh

The geometry in ORCA input format:
```
! wB97M-V def2-TZVPD RIJCOSX def2/J DEFGRID3
* xyz 0 1
O -2.146 -0.437 1.215
H -2.583 -1.157 0.748
C 2.511 -0.132 -0.562
C 1.088 -0.178 -0.282
H -2.033 0.416 -0.680
C -1.473 0.353 0.264
H -1.409 1.368 0.672
O 3.061 0.892 -0.901
C -0.088 -0.050 -0.032
H 3.072 -1.074 -0.443
*
```


A 2-piece molecular cluster, C4H4O2 overall in a non-equilibrium geometry. Source: the Open Molecules 2025 dataset; level of theory: ωB97M-V/def2-TZVPD.

Properties
energy above the lowest of the compared OMol25 structures with the same formula, charge and spin	3.282	eV
SMILES string	C=C=C=O.C=O
frontier orbital gap	8.3	eV
DFT total energy	-305.15883	Eh

The geometry in ORCA input format:
```
! wB97M-V def2-TZVPD RIJCOSX def2/J DEFGRID3
* xyz 0 1
H 2.109 -2.414 -0.101
C -0.421 2.409 -0.292
H -1.363 2.890 -0.725
C 1.256 -2.060 0.476
H 0.111 3.208 0.166
O -2.007 -0.535 -0.406
C 0.129 -1.631 -0.115
O -0.173 1.240 -0.291
C -0.964 -1.038 -0.245
H 1.322 -2.068 1.533
*
```


One molecule with the formula C4H4O2. Source: the Open Molecules 2025 dataset; level of theory: ωB97M-V/def2-TZVPD.

Properties
energy above the lowest of the compared OMol25 structures with the same formula, charge and spin	2.060	eV
SMILES string	C#C[C@@H](O)C=O
frontier orbital gap	11.0	eV
DFT total energy	-305.20376	Eh

The geometry in ORCA input format:
```
! wB97M-V def2-TZVPD RIJCOSX def2/J DEFGRID3
* xyz 0 1
C 0.894 -0.705 0.520
C -0.325 2.114 -0.161
H -1.226 -0.820 0.994
H -0.047 3.135 -0.298
C -0.581 -0.517 0.160
C -0.603 0.949 -0.029
O -0.915 -1.263 -0.966
O 1.661 -1.196 -0.273
H 1.218 -0.286 1.489
H -0.076 -1.412 -1.435
*
```


One molecule with the formula C4H4O2 in a non-equilibrium geometry. Source: the Open Molecules 2025 dataset; level of theory: ωB97M-V/def2-TZVPD.

Properties
energy above the lowest of the compared OMol25 structures with the same formula, charge and spin	1.960	eV
SMILES string	C=C[C@@H]1OC1=O
frontier orbital gap	10.7	eV
DFT total energy	-305.20742	Eh

The geometry in ORCA input format:
```
! wB97M-V def2-TZVPD RIJCOSX def2/J DEFGRID3
* xyz 0 1
C 0.003 -0.181 -0.397
H -1.366 1.435 -1.336
H 0.337 0.348 1.745
C -2.537 -0.013 -0.065
O -3.420 -0.808 -0.168
H 1.657 -0.724 0.994
C 0.641 -0.253 0.841
O -2.074 0.924 0.730
H 0.320 -0.870 -1.261
C -1.302 0.545 -0.554
*
```


A 2-piece molecular cluster, C4H4O2 overall in a non-equilibrium geometry. Source: the Open Molecules 2025 dataset; level of theory: ωB97M-V/def2-TZVPD.

Properties
energy above the lowest of the compared OMol25 structures with the same formula, charge and spin	1.182	eV
SMILES string	C=C=C.O=C=O
frontier orbital gap	10.3	eV
DFT total energy	-305.23604	Eh

The geometry in ORCA input format:
```
! wB97M-V def2-TZVPD RIJCOSX def2/J DEFGRID3
* xyz 0 1
H -2.493 0.658 -0.054
O 0.403 0.147 2.715
H -0.962 0.326 0.900
O 1.528 -0.340 0.738
C -0.617 0.073 -1.034
H 0.814 -1.329 -1.615
C -1.446 0.382 -0.073
H 1.309 0.452 -1.746
C 0.537 -0.282 -1.530
C 0.927 -0.089 1.700
*
```


One molecule with the formula C4H4O2 in a non-equilibrium geometry. Source: the Open Molecules 2025 dataset; level of theory: ωB97M-V/def2-TZVPD.

Properties
energy above the lowest of the compared OMol25 structures with the same formula, charge and spin	3.209	eV
SMILES string	O=COC1C=C1
frontier orbital gap	10.6	eV
DFT total energy	-305.16152	Eh

The geometry in ORCA input format:
```
! wB97M-V def2-TZVPD RIJCOSX def2/J DEFGRID3
* xyz 0 1
H 0.066 -0.641 1.289
C 1.969 0.145 0.284
O -0.751 0.732 -0.049
C -2.058 0.386 -0.130
C 0.403 -0.039 0.422
O -2.532 -0.718 -0.109
H 1.272 -1.066 -1.505
H 2.773 0.382 0.966
C 1.319 -0.497 -0.626
H -2.460 1.315 -0.541
*
```